#a
A molecular structure, C33H47FN5O3OsP. Source: OMol25; level of theory: wB97M-V/def2-TZVPD.

The geometry in ORCA input format:
```
! RIJCOSX wB97M-V def2-TZVPD def2/J DEFGRID3
* xyz 4 5
Os 11.85 8.27 13.95
P 11.97 10.07 12.48
F 9.89 7.50 20.08
O 11.90 6.85 15.51
O 13.73 8.09 14.08
O 15.66 6.96 14.17
N 14.88 6.01 18.18
N 11.78 6.34 24.68
N 10.07 8.17 14.19
N 11.90 6.80 21.92
N 7.80 7.28 14.44
C 10.02 12.11 11.97
C 10.58 6.69 22.52
C 15.20 6.31 16.90
C 11.33 7.17 18.25
C 14.23 6.78 15.99
C 10.60 11.22 12.95
C 14.59 7.24 14.66
C 13.38 6.35 20.03
C 8.88 11.97 14.48
C 8.34 12.84 13.58
C 12.83 6.82 16.42
C 13.52 11.18 12.87
C 7.92 5.85 14.42
C 12.96 7.31 22.76
C 12.62 10.34 9.65
C 16.94 6.05 19.51
C 13.65 11.25 14.41
C 6.50 7.84 14.50
C 10.03 11.23 14.24
C 12.54 7.56 24.20
C 13.17 12.64 12.40
C 14.81 10.71 12.11
C 8.94 12.90 12.29
C 13.61 6.31 18.66
C 10.34 9.39 10.36
C 12.11 6.75 20.52
C 8.86 8.08 14.34
C 10.57 6.05 23.87
C 12.58 6.70 17.79
C 11.11 7.12 19.61
C 12.38 7.97 10.57
C 15.86 5.22 18.91
C 11.86 9.45 10.69
H 11.87 8.41 24.30
H 13.04 12.75 11.33
H 7.69 5.40 15.43
H 10.27 8.92 9.38
H 16.25 6.14 16.58
H 13.38 7.64 24.91
H 14.09 10.31 14.76
H 13.88 6.72 22.79
H 8.53 13.71 11.67
H 10.09 7.66 22.56
H 14.06 13.28 12.74
H 9.66 6.43 24.43
H 7.29 5.40 13.64
H 6.20 7.78 15.53
H 10.62 7.41 17.48
H 14.96 9.63 12.32
H 11.73 7.27 11.02
H 10.43 12.17 10.94
H 15.66 11.26 12.49
H 12.37 5.49 24.80
H 5.70 7.30 13.91
H 12.26 11.40 9.68
H 7.58 13.54 13.84
H 9.94 6.07 21.85
H 6.53 8.86 14.22
H 12.42 7.64 9.48
H 9.88 10.40 10.26
H 13.36 8.26 22.34
H 8.34 11.87 15.46
H 13.39 7.77 11.00
H 10.41 4.97 23.78
H 9.78 8.82 11.09
H 12.76 11.52 15.00
H 12.36 13.06 12.99
H 14.49 11.97 14.69
H 10.40 10.58 14.96
H 11.47 6.59 25.67
H 8.92 5.60 14.24
H 14.76 10.84 11.02
H 17.59 5.38 20.07
H 16.56 6.81 20.22
H 16.26 4.52 18.21
H 12.40 9.89 8.67
H 14.08 6.10 20.82
H 13.69 10.37 9.75
H 17.55 6.63 18.82
H 15.30 4.65 19.65
*
```

## Properties
Orbital gap (alpha / beta) (Eh): 0.252 / 0.113
HOMO level (alpha / beta) (Eh): -0.64434 / -0.64403



#b
A molecular structure, C33H47FN5O3OsP. Source: OMol25; level of theory: wB97M-V/def2-TZVPD.

The geometry in ORCA input format:
```
! RIJCOSX wB97M-V def2-TZVPD def2/J DEFGRID3
* xyz 4 5
Os -22.05 1.97 12.38
P -24.04 1.31 13.27
F -15.64 -0.85 11.24
O -19.97 1.44 12.04
O -22.39 3.71 9.67
O -21.50 3.84 11.70
N -14.37 0.33 9.01
N -18.57 2.72 8.29
N -24.35 4.50 8.98
N -12.21 -1.26 8.10
N -24.20 2.92 10.75
C -15.66 0.71 9.38
C -12.48 0.05 7.38
C -23.91 -2.66 14.15
C -13.93 0.58 7.66
C -25.01 3.74 14.49
C -16.18 0.29 10.67
C -20.26 2.72 9.95
C -26.79 0.81 12.58
C -24.34 -1.37 14.14
C -25.38 1.57 15.71
C -16.49 1.55 8.58
C -25.71 4.96 9.11
C -25.12 0.00 10.94
C -21.86 -2.18 13.01
C -17.57 4.48 6.95
C -17.77 1.92 9.08
C -18.19 3.14 6.93
C -13.21 0.22 9.88
C -24.39 2.33 14.87
C -25.55 2.47 11.10
C -23.53 5.04 7.88
C -21.42 3.27 10.56
C -25.49 1.16 11.86
C -18.22 1.52 10.40
C -22.70 -3.08 13.59
C -23.51 -0.45 13.56
C -23.09 2.52 15.69
C -17.39 0.70 11.22
C -23.71 3.75 9.86
C -19.53 1.86 10.85
C -19.80 3.13 8.71
C -22.30 -0.82 12.94
C -12.54 -1.13 9.58
H -24.17 5.40 7.08
H -19.18 3.05 6.38
H -22.88 4.26 7.51
H -11.22 -1.43 7.89
H -13.93 1.66 7.36
H -24.14 0.15 10.50
H -12.39 -0.18 6.27
H -13.11 -2.00 9.87
H -11.59 -1.15 10.13
H -21.61 -0.07 12.45
H -25.84 5.60 10.02
H -24.59 -3.42 14.49
H -20.94 -2.48 12.58
H -16.86 4.63 6.14
H -12.55 1.06 9.66
H -26.21 2.31 10.19
H -22.66 1.58 16.03
H -25.61 2.08 16.63
H -25.23 -0.92 11.47
H -16.12 1.87 7.63
H -26.64 0.21 13.47
H -12.79 -2.00 7.70
H -25.10 0.57 15.99
H -23.38 3.18 16.57
H -26.03 5.59 8.34
H -27.31 1.76 12.91
H -13.47 0.25 10.95
H -25.27 4.26 15.40
H -26.34 1.41 15.19
H -25.86 0.00 10.14
H -26.39 4.13 9.21
H -25.29 -1.06 14.59
H -22.32 2.95 15.08
H -20.40 3.75 8.04
H -11.69 0.82 7.68
H -23.36 2.46 11.35
H -17.54 2.39 6.42
H -25.92 3.63 13.84
H -17.65 0.36 12.21
H -26.11 3.21 11.76
H -24.32 4.37 13.91
H -22.86 5.85 8.17
H -16.95 4.72 7.87
H -14.58 0.14 6.97
H -27.48 0.22 11.93
H -22.39 -4.08 13.69
H -18.29 5.28 6.83
*
```

## Properties
Orbital gap (alpha / beta) (Eh): 0.250 / 0.199
HOMO level (alpha / beta) (Eh): -0.66295 / -0.66273



#a is preferred energetically. Next in line: 0.227 eV higher.